{"formula": "C27H63N9O9", "method": "ωB97M-V/def2-TZVPD", "species": ["C", "N", "C", "C", "O", "H", "H", "H", "H", "H", "H", "H", "C", "N", "C", "C", "O", "H", "H", "H", "H", "H", "H", "H", "C", "N", "C", "C", "O", "H", "H", "H", "H", "H", "H", "H", "C", "N", "C", "C", "O", "H", "H", "H", "H", "H", "H", "H", "C", "N", "C", "C", "O", "H", "H", "H", "H", "H", "H", "H", "C", "N", "C", "C", "O", "H", "H", "H", "H", "H", "H", "H", "C", "N", "C", "C", "O", "H", "H", "H", "H", "H", "H", "H", "C", "N", "C", "C", "O", "H", "H", "H", "H", "H", "H", "H", "C", "N", "C", "C", "O", "H", "H", "H", "H", "H", "H", "H"], "coordinates": [[1.395073, 2.649440, 2.530675], [1.789119, 3.898084, 3.147844], [2.131674, 4.974281, 2.420879], [2.545657, 6.195028, 3.169436], [2.121814, 4.935944, 1.189245], [0.367220, 2.595624, 2.171079], [1.550477, 1.886060, 3.295828], [2.048625, 2.381526, 1.701049], [1.809824, 3.914237, 4.151025], [2.457764, 7.080932, 2.548798], [3.568146, 6.101217, 3.539344], [1.932861, 6.331981, 4.063692], [1.833732, -3.912625, 0.894571], [2.256558, -2.527311, 0.740898], [3.063445, -1.921855, 1.629392], [3.475735, -0.502740, 1.281823], [3.457140, -2.445133, 2.657621], [1.428952, -4.289656, -0.039983], [1.095462, -4.008978, 1.689832], [2.689200, -4.515305, 1.205338], [2.213495, -2.191988, -0.206856], [3.062384, -0.177293, 0.324776], [4.555964, -0.450500, 1.150464], [3.160894, 0.201775, 2.046864], [7.308453, -0.314124, -0.459480], [6.085164, 0.321030, -0.922771], [5.743675, 1.605179, -0.737450], [4.408879, 2.000501, -1.343201], [6.435248, 2.385768, -0.096469], [7.187759, -0.743864, 0.536603], [8.089990, 0.437539, -0.384240], [7.602333, -1.094850, -1.156125], [5.383401, -0.278305, -1.319972], [4.492312, 2.839207, -2.035987], [3.682994, 2.380472, -0.623730], [4.025502, 1.163318, -1.929128], [-4.492162, -3.072558, 3.144078], [-4.464558, -4.517479, 3.349357], [-5.317973, -5.368200, 3.941770], [-6.642219, -4.824465, 4.454595], [-5.023221, -6.549329, 4.068910], [-4.036709, -2.571442, 4.004208], [-5.511484, -2.694992, 3.198946], [-3.968719, -2.758980, 2.248374], [-3.614409, -4.985645, 3.069162], [-7.412862, -5.591529, 4.437368], [-7.011078, -4.018922, 3.814673], [-6.613430, -4.427098, 5.468980], [-1.598710, -2.735730, 0.285503], [-0.951665, -1.452314, 0.361985], [-0.314273, -0.849001, -0.667067], [0.216652, 0.498914, -0.277137], [-0.168261, -1.372596, -1.768742], [-2.634209, -2.601815, -0.032994], [-1.611543, -3.219612, 1.264666], [-0.997128, -3.390725, -0.341665], [-1.062239, -0.835127, 1.154271], [-0.007321, 0.771602, 0.755211], [-0.173780, 1.331946, -0.863670], [1.304715, 0.568250, -0.340096], [-0.662844, -1.686967, -5.500934], [-1.017245, -2.555458, -4.396448], [-1.669012, -3.726373, -4.526323], [-1.965765, -4.432586, -3.214743], [-2.075113, -4.155852, -5.598010], [-0.559108, -0.659277, -5.166676], [-1.368941, -1.856959, -6.312499], [0.296735, -2.013047, -5.919414], [-0.720445, -2.274886, -3.471751], [-2.164593, -3.723197, -2.411807], [-1.109822, -5.055153, -2.955139], [-2.876227, -5.011062, -3.352100], [-0.607995, -2.292093, 4.201389], [-0.765234, -0.952586, 4.720317], [-1.080068, 0.132313, 3.998094], [-1.191244, 1.446764, 4.734603], [-1.309591, 0.097647, 2.794541], [0.291137, -2.700758, 4.667125], [-0.415880, -2.283072, 3.131373], [-1.442227, -2.958420, 4.424382], [-0.641100, -0.843649, 5.711847], [-2.218842, 1.794504, 4.808534], [-0.655393, 2.177452, 4.134436], [-0.719701, 1.375842, 5.714763], [-4.199491, 1.255324, -6.216709], [-3.996018, 1.188021, -4.777466], [-2.824073, 1.425917, -4.160944], [-2.776378, 1.255349, -2.671265], [-1.809030, 1.699358, -4.793068], [-3.669282, 0.438079, -6.710587], [-3.845203, 2.234021, -6.532138], [-5.246177, 1.091650, -6.461718], [-4.756317, 0.787143, -4.256141], [-2.496835, 0.244266, -2.375100], [-3.769576, 1.459663, -2.261274], [-2.082591, 1.972389, -2.240967], [2.583863, 5.071099, -2.037305], [1.498162, 4.374455, -1.409293], [0.289336, 4.069022, -1.918908], [0.034686, 4.334072, -3.386095], [-0.601227, 3.514555, -1.273906], [2.961188, 4.596361, -2.944954], [3.411219, 5.218802, -1.347854], [2.252746, 6.070682, -2.345456], [1.503496, 4.369870, -0.376708], [-0.720455, 5.120913, -3.437670], [-0.353292, 3.457521, -3.899271], [0.909427, 4.670573, -3.943130]], "forces_ev_per_a": [[0.45, -0.65, 0.23], [-0.33, -0.32, -0.07], [0.05, -0.05, -0.98], [-0.01, 0.35, 0.76], [0.10, 0.15, 0.81], [-0.04, 0.32, 0.05], [-0.20, -0.14, -0.12], [0.04, 0.27, -0.07], [0.07, 0.29, 0.01], [0.07, -0.09, -0.11], [0.08, -0.04, -0.24], [-0.09, 0.01, -0.07], [0.53, 0.05, 0.57], [-0.52, -0.76, -0.79], [0.68, 0.70, 0.36], [0.02, -0.08, -0.78], [-0.37, -0.23, 0.10], [-0.02, 0.10, -0.02], [-0.16, 0.05, -0.05], [-0.04, -0.12, -0.11], [-0.12, 0.44, 0.13], [-0.12, -0.01, 0.11], [0.06, -0.05, 0.38], [0.06, -0.11, 0.14], [-0.14, 0.43, 0.28], [0.04, -1.08, -0.42], [-0.07, 1.27, 0.83], [-0.01, -0.01, -0.56], [-0.09, -0.17, -0.31], [-0.05, -0.08, 0.02], [0.01, 0.03, -0.12], [0.02, 0.02, -0.03], [0.09, -0.01, -0.13], [0.50, -0.07, -0.02], [0.10, -0.43, 0.31], [-0.42, 0.11, 0.15], [-0.46, -0.11, 1.51], [1.00, 0.70, -0.96], [-0.83, -0.71, 0.86], [-0.40, 0.38, -0.52], [-0.11, 0.33, -0.06], [0.38, 0.05, -0.10], [-0.07, -0.12, -0.61], [-0.18, -0.17, -0.20], [-0.04, -0.01, 0.01], [0.28, -0.25, 0.00], [0.06, 0.02, 0.05], [0.39, -0.07, 0.03], [0.17, 0.14, 0.37], [0.34, 0.59, -0.13], [-0.14, -0.38, 0.33], [0.40, 0.99, 0.22], [0.18, 0.04, 0.00], [0.05, -0.44, -0.36], [-0.01, 0.22, 0.12], [-0.40, 0.05, -0.39], [-0.32, -0.48, 0.44], [-0.19, -0.29, 0.02], [-0.09, -0.26, -0.32], [-0.07, -0.28, -0.37], [0.54, -1.00, -0.35], [0.18, 0.29, 0.48], [-0.63, 0.38, -0.17], [-0.14, 0.21, -0.16], [0.23, -0.10, 0.04], [-0.35, 0.06, -0.09], [-0.24, 0.44, 0.14], [0.09, 0.17, 0.03], [-0.03, 0.04, 0.01], [0.26, 0.07, 0.01], [-0.16, -0.18, 0.12], [0.22, -0.30, -0.05], [0.74, -0.28, 0.04], [-0.11, -0.10, 0.33], [-0.73, 0.40, -0.37], [0.59, -0.17, 0.11], [0.14, -0.19, -0.08], [-0.09, -0.20, -0.07], [-0.16, 0.23, -0.04], [-0.15, 0.18, -0.01], [0.02, 0.11, -0.02], [-0.08, -0.24, 0.05], [-0.02, 0.09, 0.06], [-0.19, 0.20, 0.11], [0.55, -0.28, 0.32], [-1.23, -0.30, -0.03], [1.24, -0.54, -0.33], [-0.86, 0.30, 0.36], [-0.24, 0.28, -0.12], [0.31, 0.29, -0.14], [-0.06, -0.16, -0.48], [-0.11, 0.36, 0.23], [0.15, 0.14, 0.27], [0.14, -0.05, -0.24], [0.05, -0.06, 0.18], [0.14, 0.00, -0.04], [-0.18, 1.03, -0.71], [-0.45, -0.49, 1.47], [-0.24, -0.72, -1.22], [0.33, 0.43, -0.21], [0.35, 0.37, 0.50], [-0.05, -0.29, 0.15], [-0.12, -0.25, 0.17], [0.18, 0.04, 0.00], [0.23, -0.13, -0.73], [-0.03, -0.04, -0.08], [-0.17, -0.17, 0.25], [0.01, 0.09, 0.11]], "energy_ev": -60863.61177, "multiplicity": 1, "smiles": "CNC(C)=O.CNC(C)=O.CNC(C)=O.CNC(C)=O.CNC(C)=O.CNC(C)=O.CNC(C)=O.CNC(C)=O.CNC(C)=O", "total_charge": 0, "lumo_ev": 0.06, "orbital_gap_ev": 8.812}

=====

{"formula": "C27H64FNO22S7", "method": "ωB97M-V/def2-TZVPD", "species": ["C", "C", "C", "C", "C", "N", "O", "C", "C", "O", "C", "C", "S", "O", "O", "F", "H", "H", "H", "H", "H", "H", "H", "H", "H", "H", "H", "H", "H", "H", "H", "H", "C", "C", "O", "S", "C", "O", "O", "H", "H", "H", "H", "H", "H", "H", "H", "C", "C", "O", "S", "C", "O", "O", "H", "H", "H", "H", "H", "H", "H", "H", "C", "C", "O", "S", "C", "O", "O", "H", "H", "H", "H", "H", "H", "H", "H", "C", "C", "O", "S", "C", "O", "O", "H", "H", "H", "H", "H", "H", "H", "H", "C", "C", "O", "S", "C", "O", "O", "H", "H", "H", "H", "H", "H", "H", "H", "C", "C", "O", "S", "C", "O", "O", "H", "H", "H", "H", "H", "H", "H", "H"], "coordinates": [[0.260953, -3.238873, 6.508458], [0.507740, -2.522917, 5.438677], [0.658914, -1.778603, 4.021381], [0.334143, -0.207596, 4.280765], [-1.209599, 0.200510, 4.044379], [-1.990975, 0.514216, 5.283253], [-2.276224, -0.583779, 6.029594], [-3.689337, -0.875181, 5.745508], [-4.060804, -2.445603, 5.836960], [-5.484431, -2.711500, 6.004275], [-6.296172, -1.955623, 5.063603], [-5.848944, -2.128858, 3.502429], [-1.317506, 1.808298, 6.205580], [-0.562141, 2.734607, 5.255293], [-2.367874, 2.636945, 6.919630], [-0.180510, 1.322279, 7.365716], [-0.069635, -4.032432, 7.284309], [1.781204, -1.884854, 3.721145], [0.051696, -2.249699, 3.167879], [0.761234, 0.060027, 5.311444], [0.971306, 0.376146, 3.496616], [-1.287327, 1.042332, 3.251930], [-1.729397, -0.723030, 3.554774], [-4.425485, -0.205193, 6.348403], [-3.851420, -0.571478, 4.630038], [-3.538519, -2.849796, 6.798242], [-3.588439, -3.048400, 4.956251], [-7.371256, -2.394234, 5.126891], [-6.415345, -0.830821, 5.349637], [-6.825126, -2.235559, 2.886082], [-5.100968, -2.981594, 3.335038], [-5.390713, -1.102587, 3.187224], [-0.839620, -4.603605, -2.627467], [-1.538184, -5.338069, -1.498669], [-0.639466, -5.645869, -0.432806], [-0.176880, -4.453199, 0.559455], [0.579616, -5.469706, 1.797554], [-1.348829, -3.830962, 1.123631], [0.857546, -3.686452, -0.087074], [-0.507348, -3.613152, -2.308357], [-1.511983, -4.473007, -3.479202], [0.047367, -5.152459, -2.954463], [-2.395437, -4.768390, -1.126207], [-1.922370, -6.289181, -1.875941], [-0.186214, -6.084440, 2.269351], [1.040003, -4.810783, 2.535272], [1.342972, -6.089190, 1.326505], [-3.629910, -1.715068, -7.073390], [-2.707711, -0.604582, -7.541615], [-1.823872, -0.182021, -6.505719], [-0.569769, -1.134240, -6.120939], [0.294803, 0.029524, -5.104430], [0.211520, -1.382717, -7.307236], [-1.041558, -2.204979, -5.278960], [-3.070452, -2.627757, -6.855967], [-4.371930, -1.951218, -7.840670], [-4.146662, -1.426085, -6.154499], [-2.143262, -0.906566, -8.429475], [-3.308831, 0.264257, -7.821520], [0.624033, 0.863950, -5.720801], [1.156172, -0.480136, -4.671362], [-0.372347, 0.368456, -4.311465], [-2.691573, 4.846944, 4.798206], [-1.650288, 5.888672, 4.437108], [-1.887997, 6.448346, 3.145369], [-3.092419, 7.517233, 2.973668], [-2.665269, 8.078163, 1.348488], [-2.895794, 8.598758, 3.904651], [-4.339951, 6.800856, 2.890155], [-3.678787, 5.299935, 4.917693], [-2.434595, 4.353322, 5.735220], [-2.774609, 4.094293, 4.009553], [-1.600336, 6.677449, 5.194460], [-0.667103, 5.412332, 4.401703], [-1.703690, 8.588631, 1.390029], [-3.443170, 8.767841, 1.018337], [-2.623214, 7.218955, 0.678880], [1.962818, -3.818442, -7.251896], [1.707325, -5.135261, -7.959503], [2.280651, -6.232942, -7.250850], [1.546852, -6.752269, -5.903613], [2.464157, -8.255736, -5.712906], [0.178398, -7.080577, -6.210863], [1.894584, -5.871500, -4.817351], [1.440829, -3.777563, -6.293212], [1.615915, -2.979666, -7.857635], [3.029251, -3.692133, -7.045005], [0.636905, -5.297587, -8.120061], [2.180723, -5.109096, -8.944333], [2.240468, -8.917044, -6.549316], [2.155206, -8.718408, -4.774675], [3.527345, -8.017621, -5.676216], [4.009319, 4.531388, -7.720582], [3.997731, 3.042008, -8.010930], [4.739008, 2.309472, -7.036972], [4.082879, 2.083421, -5.573232], [5.241065, 0.876782, -4.990255], [2.795334, 1.454118, -5.728803], [4.254520, 3.284988, -4.797636], [3.471144, 4.758101, -6.797461], [3.532555, 5.087471, -8.531991], [5.033405, 4.892251, -7.594582], [2.974383, 2.660394, -8.082396], [4.476960, 2.862944, -8.976673], [5.148807, -0.025357, -5.594233], [4.999918, 0.658519, -3.949037], [6.246692, 1.291957, -5.058559], [1.987703, 3.844171, 7.149084], [2.366973, 5.226396, 6.652265], [3.778811, 5.361848, 6.496472], [4.489290, 4.651730, 5.225556], [6.067233, 5.442041, 5.379204], [3.855335, 5.111692, 4.016743], [4.657169, 3.249514, 5.511960], [2.215267, 3.080110, 6.402556], [0.918442, 3.791362, 7.367367], [2.549042, 3.590780, 8.052448], [1.852072, 5.465765, 5.716504], [2.055327, 5.969118, 7.391068], [5.948152, 6.510587, 5.203201], [6.731500, 5.009289, 4.630055], [6.460933, 5.251721, 6.377804]], "forces_ev_per_a": [[0.71, 2.72, -5.54], [-1.82, -4.03, 3.86], [0.99, 0.10, 1.88], [0.91, -0.07, -1.26], [0.97, -1.11, -1.35], [1.85, 1.99, -0.40], [-1.59, -1.32, 0.51], [-2.00, -0.02, -1.74], [1.54, -0.25, 1.33], [1.07, 1.53, -1.19], [-1.41, -0.40, -1.01], [-0.47, 1.55, 0.45], [-0.01, 7.05, -0.56], [-1.66, -4.18, 2.57], [2.87, -4.32, -1.11], [-2.16, 0.08, -2.02], [0.97, 2.13, -1.66], [-2.00, 0.26, 0.58], [0.59, 0.60, 1.59], [-0.91, -0.27, -1.51], [-1.21, -0.89, 1.45], [0.02, -1.17, 1.85], [0.63, 1.64, 1.13], [1.58, -1.26, -0.61], [0.26, -0.45, 1.98], [-1.06, 0.60, -1.64], [-0.96, 1.26, 1.35], [1.97, 0.62, 0.25], [0.54, -1.92, -0.44], [1.85, -0.11, 0.91], [-1.36, 1.27, 0.20], [-0.56, -2.04, 0.25], [0.18, 0.20, 0.02], [-0.54, 0.44, -1.03], [0.49, 0.36, 1.17], [0.19, -0.86, -0.44], [-0.05, -0.14, -0.05], [0.50, 0.12, -0.38], [-0.75, -0.02, 0.46], [-0.08, -0.07, -0.05], [0.05, -0.07, 0.09], [-0.14, 0.00, -0.04], [0.15, -0.04, 0.16], [0.19, -0.06, 0.35], [0.04, 0.07, -0.08], [-0.09, 0.05, -0.12], [-0.10, 0.10, -0.01], [0.05, -0.31, 0.13], [-0.67, -0.46, -0.58], [0.86, -0.12, 0.40], [-0.13, 0.76, 0.51], [-0.28, 0.10, -0.09], [-0.77, -0.06, 0.42], [0.30, 0.18, -0.77], [-0.05, 0.08, -0.04], [0.06, 0.12, 0.03], [0.01, 0.04, -0.13], [0.11, 0.03, 0.16], [0.30, 0.10, 0.21], [-0.05, -0.17, 0.08], [-0.11, -0.04, -0.16], [0.00, -0.11, -0.10], [-0.38, 0.22, 0.06], [-0.07, -0.61, 0.98], [-0.49, 0.91, -0.72], [0.49, -0.49, -0.20], [0.14, -0.07, -0.05], [-0.34, -0.62, -0.21], [0.50, 0.58, 0.29], [0.09, 0.02, -0.03], [0.02, 0.23, -0.26], [0.12, 0.03, 0.09], [-0.08, 0.07, -0.18], [-0.07, 0.18, -0.32], [-0.08, -0.08, 0.05], [0.01, -0.09, 0.17], [-0.01, 0.06, 0.12], [0.04, 0.03, 0.17], [-0.36, 1.05, -0.30], [-0.11, -0.96, 0.81], [0.51, 0.05, -0.45], [0.11, -0.01, -0.14], [0.51, 0.46, 0.30], [-0.52, -0.42, -0.47], [-0.02, 0.03, -0.13], [0.08, -0.24, 0.05], [-0.04, -0.07, -0.10], [0.09, -0.12, 0.13], [0.08, -0.35, 0.18], [0.00, 0.11, 0.05], [-0.07, 0.16, -0.07], [-0.13, 0.03, -0.01], [-0.08, 0.18, 0.27], [-0.54, 0.73, -0.60], [-0.03, -0.58, 0.96], [0.78, 0.06, -0.29], [0.07, -0.05, -0.15], [0.48, 0.66, 0.07], [-0.50, -0.63, -0.40], [0.03, -0.02, -0.10], [0.07, -0.13, 0.00], [-0.08, -0.05, -0.10], [0.11, -0.08, 0.14], [0.12, -0.26, 0.27], [-0.02, 0.11, 0.02], [-0.10, 0.12, -0.11], [-0.14, 0.01, -0.02], [0.08, -0.28, -0.07], [-1.07, -0.36, 0.16], [0.96, -0.06, -0.67], [0.00, 0.28, 0.55], [-0.01, 0.11, 0.14], [0.10, -0.52, 0.54], [-0.26, 0.64, -0.44], [-0.09, 0.09, 0.05], [0.12, 0.12, -0.02], [-0.08, 0.11, -0.03], [0.20, -0.02, -0.02], [0.37, 0.08, -0.13], [-0.05, -0.11, 0.03], [-0.19, -0.05, 0.03], [-0.09, -0.01, -0.10]], "energy_ev": -154124.26026, "multiplicity": 1, "smiles": "C#CCCCN(OCCOCC)S(=O)(=O)F.CCOS(C)(=O)=O.CCOS(C)(=O)=O.CCOS(C)(=O)=O.CCOS(C)(=O)=O.CCOS(C)(=O)=O.CCOS(C)(=O)=O", "total_charge": 0, "lumo_ev": -0.24, "orbital_gap_ev": 9.571}